Entry 1:
The following is a DFT calculation (the ωB97M-V functional and the def2-TZVPD basis) of a molecular structure, C42H55BrFN4O3SbSi3Sr.

The geometry in XYZ format:
```
111
Properties=species:S:1:pos:R:3:forces:R:3
Sb 0.038 -3.102 -0.209 -0.006 0.033 0.124
Sr 0.399 0.386 0.408 0.697 -0.447 -0.272
Br 3.816 -0.261 0.854 -0.029 0.082 0.005
Si -3.013 -3.867 -1.821 -0.052 -0.027 0.031
Si -0.231 -3.761 -3.331 0.000 -0.014 -0.046
Si 0.625 -2.258 2.859 -0.062 0.062 0.003
F 5.740 5.160 1.627 0.001 0.005 0.002
O -1.048 2.157 0.271 -0.295 0.308 0.116
O 1.653 2.382 1.202 -0.078 0.031 0.021
O -2.435 3.252 1.649 -0.006 0.025 -0.014
N -2.476 -2.693 2.657 0.008 -0.005 -0.021
N 0.398 6.005 2.617 -0.046 -0.038 0.010
N 2.601 0.384 -1.533 0.002 -0.068 0.046
N -0.730 -0.550 -1.899 -0.015 0.049 0.094
C 3.500 0.626 -5.181 -0.004 0.004 0.025
C 1.113 -2.543 -3.832 0.001 -0.003 -0.002
C -2.697 -0.611 1.532 0.018 -0.023 -0.007
C -0.731 0.675 -2.443 -0.047 -0.037 0.031
C -2.192 -1.224 -3.639 -0.006 0.004 0.010
C 1.121 -0.606 3.664 0.005 0.020 -0.047
C -2.794 -5.733 -1.887 0.037 -0.012 0.017
C 3.772 0.063 -1.013 -0.001 -0.010 -0.001
C 2.690 6.836 2.585 -0.014 0.021 0.008
C -1.330 3.020 1.171 -0.046 0.101 -0.063
C -0.021 -3.290 4.292 -0.007 0.005 -0.007
C -0.588 -5.026 0.554 0.023 -0.011 -0.001
C -1.158 -4.189 -4.915 0.001 -0.014 0.014
C -0.157 3.872 1.642 0.030 -0.064 -0.052
C 1.222 3.505 1.530 -0.003 0.056 0.037
C -3.714 -2.531 3.116 -0.003 -0.010 -0.007
C -0.511 -1.877 1.441 -0.049 -0.304 -0.041
C -1.931 -1.743 1.868 -0.030 0.024 0.018
C -1.440 1.035 -3.565 0.018 0.030 -0.028
C -3.922 -3.418 -0.259 0.005 0.005 -0.029
C -3.978 -0.451 2.022 -0.023 0.017 -0.009
C -2.199 0.045 -4.173 -0.004 -0.015 0.018
C -4.513 -1.435 2.839 0.009 -0.009 0.014
C 4.425 5.352 1.854 0.003 -0.005 0.001
C 0.616 -5.340 -2.773 0.001 0.000 -0.006
C 2.204 8.166 3.083 -0.004 -0.007 -0.005
C 2.175 4.577 1.845 0.056 -0.001 0.033
C -1.216 6.888 4.291 0.008 -0.006 -0.024
C -1.349 -2.946 -1.994 0.024 0.033 0.007
C -0.115 7.227 3.292 -0.012 0.011 0.011
C 3.538 4.350 1.604 -0.012 -0.012 -0.020
C 3.657 0.436 -3.699 0.024 -0.003 -0.025
C 4.940 -0.081 -1.739 0.013 -0.011 0.004
C 2.562 0.563 -2.856 -0.047 0.010 -0.031
C 2.223 -3.148 2.363 -0.010 0.017 -0.001
C -1.448 -1.527 -2.483 0.009 -0.001 0.018
C 1.017 7.951 4.003 0.016 0.005 -0.007
C -4.291 -3.540 -3.176 0.014 0.034 -0.021
C 4.020 6.594 2.337 0.007 0.004 -0.010
C 1.751 5.808 2.359 -0.014 0.007 0.027
C 4.871 0.111 -3.108 -0.024 0.001 0.012
C -0.478 5.067 2.210 0.028 0.046 0.018
H 1.594 0.802 -3.278 0.001 0.001 0.025
H -3.395 -3.699 0.649 0.022 -0.015 0.017
H 2.956 -3.004 3.162 0.002 -0.007 -0.001
H -2.032 -4.821 -4.750 0.031 0.001 -0.002
H -2.122 6.510 3.825 -0.009 0.009 0.010
H -5.509 -1.357 3.253 0.000 -0.001 0.001
H 0.220 -0.061 3.968 -0.005 -0.003 -0.001
H -0.829 -2.786 4.823 -0.002 -0.005 -0.001
H 1.713 -2.235 -2.973 -0.002 -0.005 0.009
H -4.890 -3.928 -0.262 0.004 0.003 -0.005
H 4.439 0.440 -5.700 0.001 0.001 -0.005
H -0.123 1.431 -1.950 -0.115 0.042 0.024
H -4.655 -2.511 -3.173 -0.019 -0.012 -0.001
H -0.413 -4.245 3.940 -0.002 0.002 0.005
H -5.143 -4.182 -2.933 0.001 -0.003 0.002
H 1.903 8.789 2.234 0.006 0.007 0.003
H 2.676 -2.823 1.428 0.005 0.005 0.003
H 4.762 7.364 2.508 -0.003 0.003 0.003
H 1.701 0.058 3.012 0.004 0.009 0.020
H -2.154 -6.133 -1.103 -0.042 0.002 -0.064
H -4.539 0.443 1.775 0.003 0.000 -0.004
H 5.862 -0.346 -1.244 0.003 -0.001 -0.006
H 5.760 -0.002 -3.715 0.002 0.000 0.001
H -2.783 0.258 -5.059 0.002 0.001 -0.002
H -0.518 7.884 2.514 0.016 0.001 -0.011
H 1.326 7.365 4.874 -0.002 -0.002 0.000
H -0.352 -5.847 -0.121 0.014 0.022 0.017
H 2.749 -0.058 -5.579 0.001 -0.004 0.002
H 3.852 3.387 1.225 0.001 -0.003 0.001
H -3.974 -3.797 -4.188 0.005 0.024 0.016
H 2.043 -4.223 2.284 0.002 -0.001 -0.010
H -0.471 -4.744 -5.562 0.003 0.005 -0.008
H 3.010 8.692 3.595 0.003 -0.003 0.001
H -2.752 -2.005 -4.122 -0.008 -0.011 -0.007
H 1.323 -5.171 -1.960 -0.009 -0.010 -0.008
H -1.641 -5.037 0.825 -0.012 0.004 0.010
H -3.788 -6.171 -1.754 -0.007 0.005 -0.006
H -4.113 -2.343 -0.206 0.003 0.005 0.012
H -2.297 0.173 0.901 0.019 0.035 -0.037
H 0.794 -3.480 4.997 0.005 0.009 -0.001
H 1.774 -3.020 -4.560 0.008 -0.002 0.009
H -0.086 -6.115 -2.466 -0.011 -0.008 0.003
H -1.404 2.050 -3.935 -0.004 -0.001 -0.003
H -4.090 -3.335 3.744 -0.003 0.004 0.005
H -2.419 -6.080 -2.852 0.001 -0.002 -0.002
H -1.475 -3.302 -5.465 -0.013 -0.001 -0.004
H -1.529 5.276 2.350 0.000 -0.010 0.005
H -0.007 -5.147 1.470 0.006 0.016 0.005
H -1.483 7.792 4.838 0.003 0.004 -0.004
H 1.180 -5.725 -3.627 -0.002 0.000 -0.006
H -0.858 6.145 5.006 -0.008 -0.002 0.001
H 0.691 -1.648 -4.298 -0.006 -0.004 0.004
H 1.725 -0.762 4.563 0.000 0.000 0.000
H 3.180 1.643 -5.414 0.001 -0.001 -0.006
H 0.628 8.901 4.370 -0.003 -0.002 0.006
```
Forces are in eV/Å.

Its total energy is -160322.3692 eV. As for the HOMO energy: -6.592 eV. The calculation puts the frontier orbital gap at 6.62 eV. The value obtained for the lowest unoccupied orbital energy is 0.0010 hartree. As for the multiplicity: 1. The largest force on an atom comes out at 0.87 eV/Å. As for the molar mass: 1056.47 u.

---

Entry 2:
The following is a DFT calculation (the ωB97M-V functional and the def2-TZVPD basis) of 2 unconnected molecules or ions with the total composition C10H9BF13NO2S in a non-equilibrium geometry.

The geometry in XYZ format:
```
37
Properties=species:S:1:pos:R:3:forces:R:3
S 2.777 -1.767 0.322 2.638 2.404 -0.375
F 0.863 -2.176 -1.422 -0.017 -0.498 0.350
F 3.985 1.597 -3.068 -0.162 -0.056 0.168
F 0.285 -3.636 1.081 0.626 0.355 -0.216
F 4.548 0.864 -0.952 -0.218 0.318 -0.191
F -0.394 -1.712 1.840 0.662 0.340 -0.265
F 2.872 -3.312 -0.036 -0.741 0.135 0.398
F 3.155 -1.378 -1.163 -0.377 -0.697 0.227
F 2.764 -0.220 0.663 -0.178 -0.614 0.418
F 4.054 3.091 -1.317 -0.170 -0.174 0.016
F 4.320 -1.802 0.676 -0.477 -0.273 0.093
F 0.660 -0.376 -0.292 -0.415 -0.143 0.493
F 2.451 -2.040 1.865 -0.483 -0.768 -0.496
F 2.364 1.516 -1.422 -0.063 0.016 -0.028
O -1.735 4.012 -1.384 0.011 -1.711 0.404
O -0.653 4.290 0.553 -0.794 -0.981 -0.202
N -2.687 -0.148 1.328 -0.463 -0.452 0.330
C -2.459 2.161 1.704 0.612 1.254 -0.810
C -0.083 -2.394 0.687 -2.089 -1.076 0.560
C -1.718 1.149 -0.335 -0.026 0.379 -0.418
C -1.878 2.292 0.427 -0.674 -0.441 -0.509
C -2.862 0.935 2.108 -0.170 0.160 0.965
C -1.891 -1.294 -0.774 -1.241 -0.416 0.346
C -1.416 -2.582 -0.066 0.409 0.306 -0.916
C -2.133 -0.096 0.121 1.000 0.339 -1.076
C 0.966 -1.670 -0.171 0.528 0.005 -0.690
C -1.388 3.611 -0.124 1.357 1.844 0.720
B 3.747 1.769 -1.691 0.422 0.109 -0.079
H -0.894 4.152 -1.853 -0.139 0.508 -0.016
H -1.255 1.216 -1.320 -0.094 -0.047 0.277
H -2.990 -1.039 1.710 0.165 0.010 -0.150
H -1.231 -0.986 -1.592 -0.055 -0.115 0.394
H -2.174 -3.019 0.601 0.376 0.325 0.125
H -2.856 -1.527 -1.262 0.263 0.065 0.169
H -1.262 -3.344 -0.844 0.055 0.269 0.224
H -2.551 3.060 2.310 -0.121 -0.399 0.103
H -3.301 0.801 3.095 0.041 -0.281 -0.342
```
Forces are in eV/Å.

Its total energy is -62942.7935 eV. As for the HOMO energy: -9.730 eV. The calculation puts the frontier orbital gap at 7.03 eV. The value obtained for the lowest unoccupied orbital energy is -0.0993 hartree. As for the multiplicity: 1. The largest force on an atom comes out at 3.59 eV/Å. As for the molar mass: 465.04 u.